Model a:
ORCA calculation (wB97M-V/def2-TZVPD) on a cluster of 2 separate species, C4H12NO in total.

Geometry as XYZ:
```
18
Properties=species:S:1:pos:R:3:mulliken_charge:R:1
C -1.73 1.48 0.49 -1.2637
C -1.17 0.10 0.85 -0.1345
C 0.30 0.01 0.68 -0.5306
C 1.27 0.90 0.99 -0.8494
N 0.79 -1.30 0.19 -0.6018
H -2.64 1.42 -0.11 0.3153
H -2.01 2.12 1.32 0.3219
H -1.01 2.07 -0.07 0.3694
H -1.51 -0.02 1.91 0.1531
H -1.65 -0.72 0.32 0.2937
H 1.09 1.69 1.72 0.2928
H 2.30 0.88 0.67 0.3102
H 0.02 -1.97 0.34 0.3743
H 1.58 -1.74 0.80 0.6522
H 1.07 -1.43 -0.79 0.3310
H 1.90 -1.22 -3.08 0.3145
H 0.44 -0.98 -3.50 0.2935
O 0.98 -1.30 -2.75 -0.6419
```

Values from the calculation:
⟨S²⟩   0.753
Multiplicity   2
HOMO (alpha / beta)   -0.1295 / -0.3039 Ha
Frontier orbital gap (alpha / beta)   0.1435 / 0.3138 hartree
Net charge   0

---

Model b:
ORCA calculation (wB97M-V/def2-TZVPD) on a cluster of 2 separate species, C4H12NO in total.

Geometry as XYZ:
```
18
Properties=species:S:1:pos:R:3:mulliken_charge:R:1
O 1.28 -0.12 -1.35 -0.5677
C 2.10 0.58 -0.39 -0.3503
C 2.07 -0.41 0.95 -0.4175
N 0.71 -1.01 0.89 -0.5355
C -2.16 0.52 0.39 -0.3281
C -2.26 -0.10 -1.03 -0.8825
H 0.54 -0.56 -0.81 0.4051
H 3.16 0.74 -0.75 0.3185
H 1.73 1.62 -0.16 0.2179
H 2.84 -1.14 0.70 0.3324
H 2.34 0.18 1.89 0.3232
H -2.21 1.67 0.32 0.2144
H 0.60 -1.40 1.81 0.2138
H -1.13 0.23 0.77 -0.0474
H -2.87 0.12 1.15 0.2944
H -3.28 -0.14 -1.44 0.3166
H -1.65 0.35 -1.92 0.2475
H -1.81 -1.12 -1.00 0.2451
```

Values from the calculation:
⟨S²⟩   0.754
Multiplicity   2
HOMO (alpha / beta)   -0.3586 / -0.3656 Ha
Frontier orbital gap (alpha / beta)   0.3943 / 0.3276 hartree
Net charge   0

---

Short version: model a is the least stable of them.

---

Model a:
ORCA calculation (wB97M-V/def2-TZVPD) on a structure of composition C29H29IN7O4Zn.

Geometry as XYZ:
```
71
Properties=species:S:1:pos:R:3:mulliken_charge:R:1
Zn -0.93 -1.04 -0.12 0.0177
C 3.19 -1.37 1.16 -1.6401
C 1.70 -1.14 1.14 1.0639
N 1.07 -0.86 0.01 1.0324
N 1.74 -0.78 -1.20 -1.0991
C 0.87 -0.89 -2.19 0.3394
O -0.42 -1.08 -2.07 -0.9626
C 1.41 -0.74 -3.57 0.6282
C 0.53 -0.78 -4.66 -0.3913
C 1.00 -0.63 -5.95 -0.6407
C 2.36 -0.44 -6.19 -0.3424
C 3.24 -0.41 -5.11 -0.6546
C 2.77 -0.55 -3.82 -0.2062
C 0.94 -1.26 2.30 -0.4411
C 1.44 -1.70 3.55 -0.6606
C 0.67 -1.71 4.67 -0.8102
C -0.67 -1.19 4.56 -0.5372
C -1.18 -0.85 3.37 -0.8747
N -0.49 -1.06 2.15 1.1980
H 3.61 -1.14 0.18 0.3396
H 3.68 -0.75 1.91 0.3417
H 3.42 -2.41 1.39 0.3372
H -0.52 -0.94 -4.45 0.4144
H 0.31 -0.67 -6.79 0.3702
H 2.73 -0.33 -7.20 0.3605
H 4.30 -0.26 -5.29 0.3653
H 3.44 -0.53 -2.97 0.4241
H 2.48 -2.03 3.60 0.3144
H 1.06 -2.05 5.62 0.3551
H -1.26 -1.01 5.46 0.3460
H -2.17 -0.43 3.26 0.5170
N 1.16 2.11 -0.81 -0.1769
C -0.10 2.40 -0.45 0.4720
O -0.96 1.56 -0.22 -0.0160
C -0.44 3.88 -0.38 -1.2441
I 0.53 4.85 1.25 0.0320
H 1.45 1.13 -0.89 0.1687
H 1.83 2.84 -0.94 0.1877
H -1.50 3.99 -0.21 0.1473
H -0.14 4.41 -1.28 0.5760
C -2.77 2.15 4.62 -1.7621
C -3.65 2.43 3.43 0.4307
C -3.13 2.50 2.14 0.3474
C -3.94 2.79 1.05 -0.2817
C -5.31 2.97 1.22 0.1060
N -6.20 3.23 0.15 -0.0721
C -6.12 2.96 -1.20 0.1958
O -6.72 3.67 -2.00 -0.7303
N -5.34 1.93 -1.64 -0.0101
C -4.88 0.80 -0.91 -0.2348
C -5.70 0.09 -0.05 -0.0307
C -5.15 -0.93 0.71 -0.8441
C -3.80 -1.21 0.56 -0.3295
N -3.03 -0.56 -0.31 0.0041
C -3.56 0.42 -1.03 -0.1885
C -5.84 2.89 2.50 -0.5962
C -5.02 2.65 3.59 -0.7649
H -1.74 2.00 4.32 0.3632
H -3.09 1.24 5.14 0.3140
H -2.81 2.98 5.33 0.4898
H -2.08 2.29 1.98 0.0498
H -3.51 2.85 0.06 0.5553
H -6.86 3.97 0.31 0.2680
H -5.31 1.89 -2.65 0.2571
H -6.75 0.37 0.06 0.4526
H -5.74 -1.48 1.42 0.4344
H -3.29 -1.97 1.16 0.4943
H -2.88 0.95 -1.69 0.5194
H -6.91 3.01 2.64 0.4385
H -5.45 2.60 4.58 0.3837
O -1.13 -2.19 1.45 -0.9101
```

Values from the calculation:
Multiplicity   1
HOMO   -0.0837 Ha
Frontier orbital gap   0.1570 hartree
Net charge   -1

---

Model b:
ORCA calculation (wB97M-V/def2-TZVPD) on a structure of composition C29H29IN7O4Zn.

Geometry as XYZ:
```
71
Properties=species:S:1:pos:R:3:mulliken_charge:R:1
Zn -1.27 0.32 0.00 0.1955
C 1.01 4.01 0.66 -1.3924
C 0.01 2.89 0.71 1.1796
N 0.11 1.86 -0.04 0.8743
N 1.11 1.74 -0.92 -0.8118
C 0.77 0.77 -1.81 0.2764
O -0.37 0.27 -1.92 -0.7599
C 1.86 0.29 -2.71 0.6857
C 3.12 0.87 -2.71 -0.0232
C 4.12 0.35 -3.52 -0.7669
C 3.86 -0.75 -4.33 -0.3372
C 2.60 -1.33 -4.33 -0.6635
C 1.60 -0.81 -3.52 -0.5702
C -1.19 2.90 1.58 0.2075
C -1.39 3.78 2.63 -0.6481
C -2.54 3.66 3.39 -0.4912
C -3.46 2.67 3.09 -0.6816
C -3.19 1.83 2.02 -0.3260
N -2.10 1.96 1.28 -0.1601
H 2.02 3.61 0.77 0.1956
H 0.83 4.77 1.41 0.3547
H 0.98 4.48 -0.33 0.3650
H 3.31 1.72 -2.06 0.3672
H 5.11 0.80 -3.51 0.3762
H 4.65 -1.16 -4.95 0.3866
H 2.40 -2.19 -4.96 0.3944
H 0.61 -1.24 -3.49 0.4223
H -0.65 4.54 2.87 0.2625
H -2.72 4.33 4.22 0.4191
H -4.37 2.54 3.67 0.4201
H -3.85 1.02 1.72 0.4965
N -0.75 -2.95 -0.47 -0.6731
C 0.45 -2.45 -0.35 0.3186
O 0.72 -1.33 0.17 -0.0221
C 1.67 -3.24 -0.84 -1.2438
I 2.34 -4.65 0.64 -0.1308
H -2.44 -1.62 -0.25 0.2795
H -0.72 -3.87 -0.89 0.1703
H 2.52 -2.58 -1.00 0.3360
H 1.47 -3.84 -1.72 0.6148
C 3.49 0.48 0.90 -1.3062
C 3.14 0.26 2.34 0.7172
C 2.83 1.32 3.19 -0.3206
C 2.47 1.10 4.51 -0.5741
C 2.41 -0.19 5.01 0.3436
N 1.99 -0.43 6.36 -0.1009
C 0.88 0.13 6.94 0.0872
O 0.83 0.39 8.13 -0.7261
N -0.17 0.38 6.09 0.0031
C -0.45 -0.36 4.91 -0.2170
C -0.57 -1.74 4.93 -0.3503
C -0.83 -2.41 3.75 -1.1402
C -0.97 -1.68 2.58 -0.5875
N -0.87 -0.35 2.56 0.8539
C -0.61 0.29 3.69 -0.2826
C 2.73 -1.26 4.18 -0.3794
C 3.09 -1.03 2.86 -0.3018
H 3.54 1.54 0.66 0.1462
H 2.71 0.04 0.27 -0.0229
H 4.44 0.02 0.65 0.5607
H 2.86 2.33 2.80 0.2391
H 2.22 1.93 5.16 0.4243
H 2.69 -0.72 7.03 0.2541
H -0.92 0.89 6.53 0.2504
H -0.44 -2.27 5.87 0.4690
H -0.92 -3.49 3.72 0.4925
H -1.19 -2.16 1.63 0.4070
H -0.51 1.37 3.65 0.4196
H 2.64 -2.27 4.56 0.3865
H 3.29 -1.88 2.21 0.2221
O -2.79 -0.76 0.01 -0.8633
```

Values from the calculation:
Multiplicity   1
HOMO   -0.1902 Ha
Frontier orbital gap   0.2748 hartree
Net charge   -1

---

Short version: model a is the least stable of them.

---

Model a:
ORCA calculation (wB97M-V/def2-TZVPD) on the molecule C4H7BrOS.

Geometry as XYZ:
```
14
Properties=species:S:1:pos:R:3:mulliken_charge:R:1
C -0.66 -1.13 -0.63 0.1539
C -0.22 -0.19 -1.62 -1.0998
C -0.05 -0.89 0.85 -0.7372
C 0.87 1.32 1.16 0.3473
O -0.16 0.48 1.22 -0.2681
S 0.33 2.98 0.89 -0.1341
Br 2.56 0.71 0.23 -0.2065
H -1.82 -1.19 -0.40 0.2273
H -0.25 -2.16 -0.76 0.2603
H 0.78 -0.21 -1.88 0.3575
H -0.80 0.48 -2.26 0.2849
H -0.72 -1.46 1.48 0.3608
H 0.99 -1.39 0.82 0.3437
H -0.86 2.64 0.89 0.1099
```

Values from the calculation:
Multiplicity   1
HOMO (alpha / beta)   -0.2995 / -0.2676 Ha
Frontier orbital gap (alpha / beta)   0.3017 / 0.2698 hartree
Net charge   0

---

Model b:
ORCA calculation (wB97M-V/def2-TZVPD) on the molecule C4H7BrOS.

Geometry as XYZ:
```
14
Properties=species:S:1:pos:R:3:mulliken_charge:R:1
C -0.60 -0.68 0.35 -0.3281
C -0.88 0.71 -0.20 -0.9092
C 0.50 -1.38 -0.45 -0.3194
C 0.05 1.79 0.35 -0.5588
O 2.57 -2.90 -0.72 -0.5301
S 1.52 -2.47 0.21 0.3215
Br 0.06 1.93 2.26 -0.1585
H -0.35 -0.71 1.31 0.4269
H -1.59 -1.36 0.12 0.2247
H -0.94 0.79 -1.27 0.4342
H -1.86 1.18 -0.03 0.3545
H 0.78 -1.27 -1.51 0.3130
H 1.03 1.66 -0.19 0.3553
H -0.28 2.70 -0.22 0.3741
```

Values from the calculation:
Multiplicity   1
HOMO   -0.3418 Ha
Frontier orbital gap   0.3385 hartree
Net charge   0

---

Short version: model a is the least stable of them.

---

Model a:
ORCA calculation (wB97M-V/def2-TZVPD) on the molecule C4H3N3.

Geometry as XYZ:
```
10
Properties=species:S:1:pos:R:3:mulliken_charge:R:1
C -0.99 0.14 -1.89 -0.4422
C 0.01 0.46 -1.12 -0.1793
C 0.25 0.36 0.20 0.5604
C -0.82 -0.46 0.88 -0.3532
N -0.18 -0.84 2.00 -0.1899
N 1.05 -0.43 2.10 -0.3959
N 1.36 0.19 0.98 0.1681
H -1.46 0.60 -2.74 0.3113
H -1.46 -0.70 -1.34 0.2662
H 2.24 0.68 0.94 0.2544
```

Values from the calculation:
Multiplicity   1
HOMO (alpha / beta)   -0.3245 / -0.3245 Ha
Frontier orbital gap (alpha / beta)   0.2627 / 0.2627 hartree
Net charge   0

---

Model b:
ORCA calculation (wB97M-V/def2-TZVPD) on the molecule C4H3N3.

Geometry as XYZ:
```
10
Properties=species:S:1:pos:R:3:mulliken_charge:R:1
N 3.19 -0.80 0.42 -0.3390
C 2.07 -0.66 0.17 0.1649
C 0.67 -0.46 -0.12 0.5646
N -0.04 -1.27 -0.90 -0.4731
C -1.33 -0.79 -0.96 -0.3437
C -1.34 0.46 -0.09 -0.2140
N 0.03 0.58 0.40 -0.1343
H -2.05 0.33 0.73 0.2839
H -1.63 1.33 -0.68 0.2857
H 0.42 1.27 1.02 0.2050
```

Values from the calculation:
Multiplicity   1
HOMO   -0.3134 Ha
Frontier orbital gap   0.2739 hartree
Net charge   0

---

Short version: model a is the least stable of them.